1.
Entry from OMol25: a cluster of 2 separate species, C4H11N3O2 in total (ωB97M-V/def2-TZVPD).

## Properties
Orbital gap ... 9.67 eV
Relative energy (zero: lowest compared OMol25 entry of this formula, charge and spin) ... 390.1 kJ/mol
E_LUMO ... 0.667 eV
SMILES ... [H]/N=C(/N)NC.CC(=O)O

Cartesian coordinates (Å):
O -0.03370 -1.20689 3.22213
O 0.48416 0.55697 4.36296
N -0.62267 0.09251 -2.24754
N -0.71047 -1.74719 -0.72933
N 1.29377 -0.85172 -1.07101
C 0.12367 0.21078 3.30825
C -0.01195 1.31174 -2.69233
C 0.06601 0.83161 2.15002
C 0.05193 -0.87366 -1.40313
H 0.24413 1.94748 -1.75938
H 2.02782 -0.15993 -1.24732
H -0.02791 1.97493 2.35894
H -0.72279 0.54240 1.35361
H -0.18175 -2.55976 -0.32218
H -1.44488 -2.29470 -1.34253
H 0.78855 1.15774 -3.44605
H 0.04504 -1.64767 4.09436
H -1.46011 -0.03111 -2.44836
H -0.74169 1.74793 -3.34457
H 0.83284 0.99854 1.20343

Here are the Löwdin charges for atoms 1 to 2, given in e: number 1, O, carries 0.02; number 2, O, carries 0.14

2.
Entry from OMol25: a cluster of 2 separate species, C3H11N5 in total (ωB97M-V/def2-TZVPD).

## Properties
Orbital gap ... 9.55 eV
Relative energy (zero: lowest compared OMol25 entry of this formula, charge and spin) ... 223.1 kJ/mol
E_LUMO ... 0.844 eV
SMILES ... [H]/N=C\NC.[H]/N=C\NN

Cartesian coordinates (Å):
N -0.68604 -1.42865 0.62364
N 1.34702 0.95577 -1.43238
N 2.10922 -1.52878 0.02876
N -1.41359 0.82253 0.38220
N 2.18707 -0.20528 0.50404
C 1.80085 0.94823 -0.24767
C -2.54357 0.57727 -0.48987
C -0.68210 -0.21061 0.98458
H -1.32868 1.75710 0.74965
H -2.28601 0.75859 -1.53773
H 0.84947 0.09916 -1.67376
H 2.30339 1.83982 0.11892
H -3.37566 1.22250 -0.21576
H -0.12046 0.15187 1.84168
H -2.90962 -0.44526 -0.39780
H 2.42674 -1.55723 -0.94164
H 2.77651 -0.11672 1.31959
H 1.10962 -1.78191 0.02785
H -1.56415 -1.85841 0.35573

Here are the Löwdin charges for atoms 1 to 2, given in e: number 1, N, carries 0.04; number 2, N, carries 0.06

3.
Entry from OMol25: a structure of composition C36H30BrF3IN5O3S3SbTi (ωB97M-V/def2-TZVPD).

## Properties
Orbital gap (alpha / beta) ... 7.18 / 7.35 eV
Relative energy (zero: lowest compared OMol25 entry of this formula, charge and spin) ... 0.0 kJ/mol
<S²> ... 0.755
E_LUMO (alpha / beta) ... -0.683 / -0.528 eV
2S+1 ... 2

Cartesian coordinates (Å):
I 11.46518 12.27164 7.94247
Sb 16.34716 12.62007 12.32514
Br 9.21152 14.77098 6.92863
Ti 13.16359 10.39374 11.62147
S 11.76827 7.73903 13.37199
S 14.18724 11.57612 9.66702
S 10.35833 12.99643 14.17462
F 12.40152 5.59775 11.81952
F 10.66345 5.43092 13.08394
F 10.57239 6.56952 11.24268
O 12.55557 8.66293 12.51521
O 10.47655 8.25675 13.72262
O 12.58134 7.13888 14.38410
N 14.02488 11.44008 14.00195
N 11.48852 11.37126 12.18847
N 15.48344 9.67743 11.44006
N 13.63283 13.89982 11.49290
N 12.44917 9.25989 9.67502
C 13.33500 11.32335 15.17808
C 17.11002 8.22016 10.43638
C 15.04071 12.30084 13.98453
C 18.04784 9.23105 10.36920
C 7.95908 10.32134 6.35001
C 11.33663 6.26893 12.29615
C 14.77585 15.68334 9.69295
C 15.35569 8.96309 6.81525
C 17.69832 10.46376 10.90517
C 11.30272 8.66305 9.49471
C 14.94569 13.91433 11.25211
C 11.17452 7.63458 8.52181
C 8.70773 12.97187 6.74339
C 14.41539 10.14815 8.71010
C 12.86454 14.76525 10.81279
C 15.55587 14.82068 10.39454
C 15.43203 13.07606 15.07224
C 12.22918 7.30042 7.73817
C 14.70679 12.97404 16.25659
C 13.64790 12.08416 16.28924
C 12.32289 10.23987 15.35226
C 14.43617 7.92453 6.84682
C 15.03154 7.26952 11.29146
C 13.41358 8.05685 7.79782
C 9.22196 10.64058 6.85620
C 15.30896 10.07364 7.68578
C 10.12792 9.12297 10.27494
C 15.88336 8.45167 11.04531
C 11.40219 14.83883 11.11383
C 10.98791 12.08136 13.00707
C 9.59799 11.95607 7.06478
C 7.43766 12.67081 6.25932
C 13.44721 9.12716 8.74586
C 16.42096 10.65017 11.39587
C 13.40906 15.67175 9.90040
C 7.04641 11.34452 6.06583
H 19.02814 9.07185 9.91927
H 16.63467 14.84133 10.28124
H 15.18258 16.39884 8.99405
H 10.35626 9.42860 11.29723
H 11.20970 14.63630 12.14938
H 13.04726 11.94715 17.15432
H 9.67460 9.97833 9.78157
H 16.13911 8.98682 6.07300
H 11.71339 10.46403 16.20814
H 14.78301 7.25692 12.34612
H 12.84776 9.28865 15.51284
H 14.46198 7.13333 6.11980
H 17.31633 7.21005 10.12840
H 12.13532 6.52698 7.00360
H 10.23148 7.12586 8.40832
H 14.10127 7.30615 10.74188
H 15.53750 6.37284 11.00533
H 6.04394 11.11575 5.69051
H 9.93216 9.85620 7.08271
H 18.42154 11.29733 10.93547
H 12.76472 16.34361 9.36316
H 11.69725 10.13096 14.46956
H 10.82066 14.12651 10.49159
H 6.79910 13.50454 6.03134
H 16.02898 10.84996 7.50223
H 14.91642 13.58987 17.11648
H 7.69600 9.28318 6.17677
H 16.28390 13.73902 14.97675
H 11.03610 15.81999 10.82205
H 9.36439 8.35634 10.32093

Here are the Löwdin charges for atoms 1 to 2, given in e: number 1, I, carries 1.06; number 2, Sb, carries 1.54

4.
Entry from OMol25: a cluster of 3 separate species, C25H56B2ClN4O10PS3 in total (ωB97M-V/def2-TZVPD).

## Properties
Orbital gap ... 7.47 eV
E_LUMO ... -0.980 eV
SMILES ... CCN[C@@H](CCCSC(=S)N(CC)CC)O[C@H](N=C=S)[C@](CCCN)(O[C@H](CB(O)O)OB(O)O)P(O)Cl.CC(C)O.CC(C)O

Cartesian coordinates (Å):
Cl 0.19364 4.25049 -3.31144
S 3.22706 1.50357 3.11291
S 0.42097 2.02837 4.21377
S -1.93029 4.00824 -0.41964
P 1.63213 2.69644 -3.76944
O 0.19988 -0.44731 -1.37196
O 2.13105 -3.01316 -1.62918
O 3.59577 -2.61671 -3.65349
O -2.83325 0.27176 4.87921
O 6.16380 2.60886 -3.81954
O -4.39641 -5.59952 1.11727
O 1.98218 2.79079 -5.50899
O 5.92570 1.60117 -1.42090
O 1.93299 -0.10476 -3.24562
O 3.54482 -0.88445 -1.68859
N -0.34859 -2.13605 0.24673
N -1.29047 1.39787 -1.90225
N 1.85126 4.11657 2.85407
N -3.32501 0.48463 -4.77064
C 4.42156 0.61134 -3.49637
C -1.51558 -2.75643 -0.53802
C -1.07804 1.60870 -5.13442
C -3.33784 -0.53184 5.94262
C -2.34490 0.83778 -5.90934
C -3.31834 -7.66824 0.53682
C 3.12520 0.30952 -2.49570
C 1.76373 2.69619 3.36818
C -0.65797 4.98939 2.68918
C 0.58064 0.05452 1.17933
C 2.07151 -0.60139 1.37052
C -1.54871 2.40905 -0.97277
C -0.22003 0.42175 -4.40194
C -1.02146 -3.62259 -1.85636
C -2.31313 -1.59681 6.29933
C 1.88222 4.15612 1.34139
C 2.06284 5.65309 0.69815
C 0.79772 5.02572 3.44687
C 0.91355 0.96091 -3.32095
C -0.32689 -0.61433 -0.01029
C -3.65513 0.35412 7.13675
C 0.15280 0.94888 -1.83089
C -3.13411 -6.26014 1.07980
C 3.13568 0.67571 1.43513
C -2.53355 -6.27880 2.47638
B 3.09072 -2.13525 -2.32610
B 5.52954 1.64202 -2.85496
H 5.21658 2.15765 -0.94993
H -0.83773 3.88276 2.27920
H 4.99339 -0.35446 -3.82586
H 0.37072 -0.15212 -5.24121
H -2.48487 -5.68849 0.40760
H -1.88118 -4.22542 -2.38133
H -3.18903 -6.80723 3.17784
H -1.61700 2.33150 -4.35184
H -0.51214 2.18907 -5.97933
H -0.00272 -0.14034 2.20089
H 3.93540 1.05903 -4.49052
H 2.12333 -1.11984 2.44367
H 2.68231 6.31689 1.43930
H -0.53210 -2.82229 -2.59418
H 3.02293 -3.35981 -4.00478
H 5.60456 3.44301 -3.82575
H -3.76276 -7.63969 -0.46380
H -1.56901 5.25409 3.41437
H -0.12441 -4.34560 -1.55921
H -2.67826 -2.24202 7.10447
H -1.42914 -0.25690 0.14897
H 2.36005 -1.41296 0.57871
H -4.25625 -1.00997 5.58474
H -2.08529 -2.21906 5.42726
H -2.36225 -8.19796 0.48071
H -0.70324 5.67541 1.71357
H -2.41817 -5.25916 2.85933
H -2.16617 -3.48268 0.11623
H 4.18997 0.24415 1.16790
H 2.94377 1.16188 -1.70422
H 2.84644 3.53291 1.01561
H -4.00164 -8.24593 1.16943
H 2.82723 1.40127 0.55953
H -2.01766 0.70022 5.18798
H 2.61689 -3.33666 -0.80575
H -2.75832 0.87911 7.48450
H -1.36867 -1.14102 6.61740
H -0.68237 -2.19123 1.25558
H -4.38460 1.12350 6.86200
H -1.96790 -0.10325 -6.49405
H 1.00696 6.09619 0.42263
H 2.67894 5.56432 -0.30216
H -3.98008 -0.27205 -5.06641
H -3.82249 1.36161 -4.49966
H 0.71157 1.66590 -1.09354
H -2.84484 1.65889 -6.59300
H 1.43727 3.61106 -5.78306
H 1.21071 6.13815 3.31692
H -0.96128 -0.37358 -3.91766
H 0.62575 4.89269 4.60411
H -4.97944 -6.10017 1.71186
H 0.70957 1.22805 1.09302
H -4.06043 -0.23262 7.96701
H -2.26632 -1.93777 -0.95773
H -1.55393 -6.76684 2.47836
H 0.94809 3.62203 0.82964

Here are the Löwdin charges for atoms 1 to 2, given in e: number 1, Cl, carries 0.17; number 2, S, carries 0.78

no.,strongest force on any atom (eV/A)
1,13.3
2,3.5
3,1.8
4,8.4